Computed, not measured: a molecular structure, C30H58N11O5STi, with wB97M-V/def2-TZVPD.

For the HOMO energy (spin up / spin down), the calculation gives -13.104 / -13.107 eV. Its spin multiplicity is 2. Its frontier orbital gap (spin up / spin down) is 8.12 / 8.35 eV. For the total energy, the calculation gives -3403.58359 Eh. As for the total charge: +2. The value obtained for the LUMO energy (spin up / spin down) is -0.1832 / -0.1747 Eh. The expectation value of S² is 0.75.

Structure (XYZ):
```
106
Properties=species:S:1:pos:R:3:forces:R:3:lowdin_charge:R:1
Ti -0.57756 0.55630 0.43784 0.3 -0.2 -0.2 1.101
C -1.55263 -4.40856 -1.60641 0.0 0.0 0.0 -0.023
N -0.58158 -3.32901 -1.46425 0.0 0.0 0.0 -0.118
C 0.75057 -3.61986 -1.96187 0.0 0.0 0.0 -0.037
C -0.93918 -2.11726 -0.97887 0.0 0.0 0.0 -0.359
N -0.16886 -1.35671 -0.22118 0.0 0.1 0.0 -0.010
C 0.93282 -1.94446 0.54920 0.0 0.0 0.0 -0.157
C 1.62294 -0.88499 1.43773 -0.1 0.0 0.0 -0.130
N 1.57123 0.50006 0.87910 0.0 0.0 0.0 -0.203
C 2.67960 0.76900 -0.10930 0.0 0.0 0.0 -0.135
C 3.13538 -0.29774 -1.08785 0.0 0.0 0.1 -0.224
N 2.30544 -0.45472 -2.26396 0.1 0.1 0.0 0.094
C 2.84830 -1.06838 -3.27137 -0.1 -0.1 0.0 -0.418
N 2.23038 -0.97869 -4.51177 0.2 0.1 -0.1 -0.165
C 2.04258 0.30978 -5.14267 -0.1 0.0 0.0 -0.073
C 2.22973 -2.09982 -5.43068 0.0 0.0 -0.1 -0.064
N 3.98271 -1.84209 -3.23021 0.0 0.0 0.0 -0.141
C 4.92543 -1.87139 -4.34099 0.0 0.0 0.0 -0.039
C 4.31516 -2.76047 -2.15367 0.0 0.0 0.0 -0.045
C 1.79169 1.52943 1.95901 0.0 0.0 0.0 -0.146
C 0.51893 2.13275 2.51937 0.0 0.0 0.0 -0.199
N -0.31297 2.57287 1.38417 -0.5 -0.5 0.1 -0.011
C -1.41476 3.24358 1.69477 0.2 0.0 -0.1 -0.360
N -1.95886 4.05103 0.77460 -0.1 0.2 0.1 -0.099
C -1.20060 4.53115 -0.36918 0.0 0.0 0.0 -0.028
C -3.25970 4.70085 0.93456 0.0 0.0 0.0 -0.007
N -1.97804 3.16858 2.98424 -0.1 0.1 -0.1 -0.165
C -3.15608 2.32059 3.17388 0.1 0.0 0.0 -0.047
C -2.00271 4.40236 3.76758 0.0 0.0 0.0 -0.039
N -2.18610 -1.68729 -1.32381 0.0 0.0 0.0 -0.129
C -2.70827 -1.90960 -2.66366 0.0 0.0 0.0 -0.030
C -3.02017 -0.91334 -0.42595 0.0 -0.1 0.0 -0.035
H -1.11578 -5.32050 -1.19880 0.0 0.0 0.0 0.104
H -1.81217 -4.58891 -2.65204 0.0 0.0 0.0 0.095
H -2.45145 -4.18075 -1.04101 0.0 0.0 0.0 0.103
H 0.65416 -4.14298 -2.91576 0.0 0.0 0.0 0.103
H 1.31376 -4.26371 -1.28123 0.0 0.0 0.0 0.103
H 1.28156 -2.68684 -2.13552 0.0 0.0 0.0 0.059
H 1.67522 -2.40930 -0.09424 0.0 0.1 -0.1 0.073
H 0.54127 -2.72897 1.20255 0.0 0.0 0.0 0.133
H 2.66262 -1.17603 1.61470 0.0 0.0 0.0 0.141
H 1.13553 -0.84499 2.41147 0.0 0.0 0.0 0.118
H 3.56266 0.98378 0.50100 0.0 0.0 0.0 0.132
H 2.41355 1.69384 -0.62069 0.0 0.0 0.0 0.110
H 3.26594 -1.22297 -0.52221 0.0 0.0 0.0 0.078
H 4.15421 -0.00393 -1.37180 0.0 0.0 0.0 0.138
H 2.25912 1.09740 -4.42740 0.0 0.0 0.0 0.058
H 1.02255 0.42878 -5.52674 0.0 0.0 0.1 0.082
H 2.72134 0.42695 -5.99604 0.0 0.0 0.0 0.099
H 2.98304 -2.00289 -6.21997 0.0 0.0 0.0 0.088
H 1.25163 -2.16414 -5.91283 0.0 0.0 0.0 0.095
H 2.40523 -3.02867 -4.89190 0.0 0.0 0.0 0.091
H 4.72593 -1.05580 -5.02914 0.0 0.0 0.0 0.092
H 4.88350 -2.81979 -4.88325 0.0 0.0 0.0 0.094
H 5.93611 -1.74417 -3.95001 0.0 0.0 0.0 0.101
H 3.45362 -2.94344 -1.51818 0.0 0.0 0.0 0.060
H 5.14660 -2.40172 -1.54137 0.0 0.0 0.0 0.101
H 4.60823 -3.71683 -2.59215 0.0 0.0 0.0 0.103
H 2.37175 2.33613 1.51595 0.0 0.0 0.0 0.122
H 2.39339 1.09055 2.75864 0.0 0.0 0.0 0.143
H 0.80568 2.97928 3.14838 0.0 0.0 0.0 0.138
H -0.00130 1.42982 3.15933 0.0 0.0 0.0 0.074
H -1.16829 5.62197 -0.34270 0.0 0.0 0.0 0.111
H -1.69193 4.22506 -1.29428 0.1 0.0 0.0 0.078
H -0.19435 4.13057 -0.32488 0.0 0.0 0.0 0.073
H -3.97050 4.04825 1.42555 0.0 0.0 0.1 0.081
H -3.64505 4.93046 -0.05677 0.0 0.0 0.0 0.100
H -3.17434 5.63730 1.48520 0.0 0.0 0.0 0.100
H -3.13602 1.48515 2.47633 0.0 0.0 0.0 0.084
H -4.09364 2.87105 3.05314 0.0 0.0 0.0 0.085
H -3.15189 1.91189 4.18368 0.0 0.0 0.0 0.087
H -1.09842 4.98091 3.58224 0.0 0.0 0.0 0.102
H -2.01651 4.13188 4.82349 0.0 0.0 0.0 0.100
H -2.87725 5.03092 3.57579 0.0 0.0 0.0 0.081
H -1.92432 -2.29625 -3.31016 0.0 0.0 0.0 0.099
H -3.05529 -0.95837 -3.07400 0.0 0.0 0.0 0.084
H -3.55025 -2.60478 -2.66646 0.0 0.0 0.0 0.102
H -2.90149 -1.28326 0.58639 0.0 0.0 0.0 0.073
H -4.06074 -1.04976 -0.72035 0.0 0.0 0.0 0.114
H -2.84344 0.17427 -0.47597 0.0 0.1 -0.1 0.068
O -1.73450 -2.30490 2.06683 -0.3 0.0 0.0 0.087
C -1.54365 -1.28486 2.69043 0.7 -0.1 -0.1 -0.500
O -1.28338 -0.11778 2.08889 -0.2 0.2 -0.1 -0.197
C -1.44003 -1.28800 4.18188 -0.2 0.0 0.0 -0.114
C -1.46349 -2.52334 4.82601 0.0 0.0 0.0 0.021
C -1.36334 -2.59257 6.20466 0.0 0.0 0.0 0.034
C -1.24813 -1.41202 6.91349 -0.1 0.0 0.0 -0.118
C -1.23240 -0.17197 6.30547 0.0 0.0 0.0 0.028
C -1.32729 -0.11640 4.92515 0.0 0.0 0.0 -0.009
N -1.13878 -1.47483 8.39194 0.2 0.0 0.0 -0.347
O -1.13602 -2.57332 8.89826 -0.1 0.0 0.0 0.106
O -1.02641 -0.42109 8.97991 -0.1 0.0 0.0 0.096
H -1.56276 -3.42369 4.23652 0.0 0.0 0.0 0.127
H -1.37566 -3.53536 6.73104 0.0 0.0 0.0 0.130
H -1.14858 0.71792 6.91160 0.0 0.0 0.0 0.126
H -1.33565 0.84271 4.43172 0.0 0.0 0.0 0.078
C -1.73560 2.07118 -3.73795 0.0 0.0 0.0 -0.208
S -0.36718 1.26081 -2.92906 -0.1 -0.3 0.0 0.948
C 0.77445 2.63107 -2.93554 0.0 -0.1 -0.1 -0.217
O -0.85332 1.16627 -1.47416 0.1 0.4 0.2 -0.628
H -1.97148 3.00522 -3.23273 0.0 0.0 0.0 0.057
H -2.58676 1.39431 -3.71111 0.0 0.0 0.0 0.056
H -1.45525 2.25298 -4.77552 0.0 0.0 0.0 0.077
H 1.71509 2.26392 -2.53449 0.0 0.0 0.0 0.036
H 0.35958 3.43754 -2.33943 0.0 0.0 0.0 0.047
H 0.92194 2.94583 -3.96817 0.0 0.0 0.0 0.078
```
Forces are in eV/Å.

Computed, not measured: a molecular structure, C30H59BBrCl3FMgN3NaO8S2, with wB97M-V/def2-TZVPD.

For the HOMO energy, the calculation gives -7.161 eV. Its frontier orbital gap is 1.13 eV. For the total energy, the calculation gives -7182.09236 Eh. As for the total charge: +1. The value obtained for the LUMO energy is -0.2216 Eh.

Structure (XYZ):
```
110
Properties=species:S:1:pos:R:3:forces:R:3:lowdin_charge:R:1
C 0.58183 1.20080 1.43860 0.5 -0.4 -0.3 0.040
B 0.11173 0.89268 -0.01566 -0.5 0.5 0.6 -0.651
O -0.26038 1.93108 -0.82500 1.4 -0.4 -0.5 0.035
N 0.09184 -0.46852 -0.71609 -0.4 -0.6 0.1 -0.338
S -1.51125 -0.63039 -1.58228 -0.3 -0.6 -0.2 0.890
C 1.11420 -0.50158 -1.81478 0.3 0.8 -0.2 -0.185
C 2.57351 -0.32849 -1.39704 1.0 -0.6 -0.1 -0.181
C 3.28076 -1.60472 -0.87202 -0.6 0.9 -0.3 -0.197
C 4.80901 -1.56057 -1.06896 -1.4 -0.3 0.4 -0.198
S 5.58169 -2.43809 0.27218 2.3 -1.0 -0.3 0.573
O 5.42059 -3.83284 0.02506 -1.1 -0.1 0.1 -0.243
O 6.93204 -2.01363 0.42852 -0.1 0.9 0.0 -0.255
O 4.74309 -1.97684 1.53222 -0.2 0.0 -0.1 -0.148
C 0.25057 -1.71134 0.19530 -0.1 -0.9 0.0 -0.093
C -0.99351 -2.47581 0.56075 -0.4 -0.2 0.1 -0.249
C -1.17326 -3.70690 -0.06851 0.5 0.1 -0.2 -0.051
C -2.24866 -4.52758 0.18836 -0.2 -0.2 0.1 -0.106
C -3.22240 -4.12841 1.09224 1.0 0.6 0.2 -0.122
C -3.03578 -2.91500 1.73564 -0.3 0.0 0.1 -0.010
C -1.94895 -2.08423 1.49856 0.1 0.4 0.0 -0.220
C -1.84418 -0.80375 2.28459 -0.3 -0.6 0.3 -0.018
H 0.01672 2.02364 1.86966 -0.1 0.1 0.0 0.101
H 1.62836 1.53369 1.38140 0.0 0.1 0.1 0.087
H 0.57053 0.36921 2.13178 0.0 0.0 0.1 0.053
H 0.37859 2.63757 -0.65338 -0.7 0.6 0.2 0.121
H -2.16063 0.66150 -1.54955 0.2 0.5 0.0 -0.269
H 0.85081 0.29277 -2.50900 -0.2 0.1 0.1 0.113
H 0.99219 -1.42079 -2.38338 -0.1 -0.2 0.2 0.137
H 2.78849 0.46113 -0.66612 -0.5 0.2 0.0 0.121
H 3.13168 -0.05617 -2.31451 -0.5 -0.5 -0.1 0.064
H 2.84159 -2.44850 -1.39666 0.2 -0.3 0.1 0.130
H 3.01788 -1.65661 0.17856 0.1 -0.4 0.0 0.097
H 5.03682 -2.14952 -1.95272 0.4 0.0 0.0 0.121
H 5.20529 -0.55417 -1.18800 0.2 0.1 0.4 0.095
H 4.86073 -2.66113 2.21676 -0.2 0.1 0.2 0.119
H 0.86810 -1.50346 1.06729 -0.1 0.6 0.0 0.136
H 0.80546 -2.42526 -0.40601 0.2 0.1 -0.1 0.101
H -0.42300 -4.03431 -0.78052 0.0 -0.1 -0.1 0.114
H -2.33727 -5.47776 -0.31408 0.1 -0.1 -0.1 0.089
H -4.07120 -4.74261 1.31543 -0.1 -0.1 0.2 0.049
H -3.76380 -2.58364 2.46328 -0.1 0.0 0.1 0.120
H -0.92809 -0.81555 2.87245 0.1 0.3 0.0 0.066
H -2.65290 -0.79450 3.01098 0.0 0.1 0.1 0.090
H -1.96892 0.10001 1.68618 0.2 0.1 -0.1 0.082
C 6.17982 -2.91084 6.17905 0.0 -0.2 -0.4 -0.016
C 4.83048 -2.23971 6.20170 0.5 -0.3 0.2 -0.321
C 4.01595 -2.50003 7.44001 -0.2 0.1 0.2 -0.063
O 2.65972 -2.39485 6.93325 0.4 -0.2 0.1 -0.027
C 2.69168 -2.70602 5.64757 0.4 -0.5 -0.6 -0.672
O 1.75727 -2.92051 4.90848 1.5 -0.5 -0.3 -0.161
O 3.95026 -2.77798 5.18163 0.5 0.3 -0.1 0.075
H 6.07105 -3.99543 6.14974 -0.1 0.0 0.2 0.096
H 6.73869 -2.62195 5.28791 0.0 0.1 0.0 0.083
H 6.75990 -2.63109 7.05757 -0.1 0.0 0.0 0.086
H 4.94265 -1.16725 6.01907 -0.2 0.0 0.0 0.151
H 4.19243 -1.77148 8.22229 -0.3 0.0 0.0 0.095
H 4.15724 -3.50263 7.84637 0.0 0.0 -0.1 0.151
Br 0.06974 -1.95427 6.06520 -2.6 1.2 0.6 0.285
C -1.94901 -2.11452 -5.36297 0.1 -0.2 0.1 -0.073
C -3.44309 -1.93079 -5.58529 0.3 0.6 0.0 -0.492
C -3.72127 -0.85396 -6.62234 -0.1 -0.1 -0.1 -0.058
O -4.07618 -1.58866 -4.35287 -0.1 -0.3 0.1 -0.062
H -1.49770 -1.18857 -4.99007 -0.1 0.1 -0.1 0.060
H -1.76805 -2.88611 -4.61216 0.0 0.0 0.0 0.075
H -1.44185 -2.39983 -6.28606 0.0 0.0 0.0 0.080
H -3.88148 -2.87450 -5.91007 -0.1 0.0 0.1 0.141
H -3.32614 0.11062 -6.28899 0.1 0.0 0.0 0.075
H -4.79434 -0.73063 -6.76521 0.0 0.0 0.0 0.084
H -3.26817 -1.10073 -7.58346 0.0 0.0 0.0 0.082
H -3.70217 -0.75255 -4.05323 -0.1 0.1 0.0 0.059
Na 3.99511 1.69158 -2.66174 0.3 0.6 -0.2 0.789
C -1.75629 3.88122 -4.21154 0.1 0.3 -0.1 -0.123
C -1.37519 4.64783 -2.94459 -0.2 0.0 -0.4 -0.401
N -0.67461 5.86675 -3.17365 0.4 0.0 -0.1 -0.183
C -0.09518 6.40106 -1.94544 0.1 0.2 0.4 -0.236
C -1.04264 6.83156 -0.82869 0.4 -0.8 -0.6 -0.196
C -1.33489 6.82594 -4.05391 -0.3 0.1 -0.3 -0.224
C -2.72844 7.31293 -3.64781 0.0 0.1 0.0 -0.068
H -0.87604 3.66472 -4.81634 0.0 0.0 0.0 0.092
H -2.21991 2.91772 -3.94881 0.2 0.1 -0.7 -0.044
H -2.47599 4.42290 -4.82299 0.0 0.0 0.0 0.088
H -0.71871 3.99088 -2.35155 0.0 0.1 0.1 0.078
H -2.29907 4.81337 -2.32873 0.1 0.0 0.0 0.034
H 0.55771 7.23798 -2.20446 -0.1 0.0 -0.1 0.110
H 0.58053 5.62733 -1.53592 0.0 -0.1 -0.2 0.093
H -1.52788 7.79667 -1.02148 0.2 -0.9 -0.2 -0.122
H -0.47569 6.95869 0.08837 0.0 0.1 0.0 0.073
H -1.82229 6.09504 -0.62406 0.0 -0.1 0.0 0.068
H -1.40083 6.38211 -5.05229 0.0 -0.1 0.1 0.102
H -0.67684 7.68594 -4.18222 0.1 0.0 0.2 0.120
H -3.36780 6.50222 -3.28905 0.0 0.0 0.0 0.069
H -3.22369 7.75685 -4.51290 0.0 0.0 0.0 0.079
H -2.68142 8.07973 -2.87778 0.0 -0.1 0.1 0.032
C 5.69206 1.60736 8.04059 -0.1 0.3 -0.2 -0.061
C 5.83763 0.31231 8.68652 0.1 0.0 0.1 -0.259
N 5.95299 -0.70322 9.20943 0.1 0.1 -0.1 0.155
H 6.28061 1.65500 7.12548 0.1 -0.1 0.0 0.082
H 4.65099 1.79955 7.78408 0.0 -0.1 0.1 0.087
H 6.02835 2.40787 8.69717 0.0 -0.1 0.1 0.089
Cl -5.07991 -5.38644 -0.72171 -0.5 -0.2 -0.5 0.664
C -6.57517 -5.90694 -1.55023 0.0 0.0 -0.2 -0.626
C -7.74712 -5.97677 -0.60642 -0.1 0.0 0.0 -0.664
Cl -7.57456 -7.29527 0.57845 0.0 0.0 0.0 0.547
H -6.38245 -6.86879 -2.01824 0.0 0.0 0.1 0.070
H -6.77398 -5.17742 -2.33354 0.0 0.1 0.1 0.075
H -8.65851 -6.16959 -1.16948 0.0 0.0 0.0 0.075
H -7.87166 -5.04646 -0.05801 0.1 0.0 0.0 0.069
F -2.20343 8.19029 0.74021 -0.1 1.5 -0.1 -0.449
Mg -2.78685 2.73239 -2.02263 -0.8 -0.5 0.9 0.811
Cl -1.23629 9.76795 -1.13272 -0.4 0.2 0.9 0.163
```
Forces are in eV/Å.